(1)
An isolated molecule of C3H9N2O2P at a distorted geometry. Source: the Open Molecules 2025 dataset; level of theory: the ωB97M-V functional and the def2-TZVPD basis.

## Properties
- M (Da) = 136.091
- largest force on an atom (eV/Å) = 3.5
- SMILES = C=C[C@H](N)[P@@](N)(=O)O
- LUMO level (eV) = 0.481
- E_HOMO (hartree) = -0.3106
- electronic energy (eV) = -19621.0313
- Kohn-Sham gap (eV) = 8.93

Structure (ORCA input):
```
! wB97M-V def2-TZVPD RIJCOSX def2/J DEFGRID3
* xyz 0 1
C 1.758 -1.457 0.617
C 1.554 -0.123 0.455
C 0.734 0.348 -0.633
N -2.310 1.104 -0.072
N 0.817 1.740 -1.004
O -1.265 -0.928 1.329
O -1.994 -1.224 -1.171
P -1.412 -0.245 -0.206
H 2.017 -2.006 1.522
H 1.500 -2.162 -0.226
H 1.723 0.541 1.275
H 0.766 -0.319 -1.479
H -1.996 1.669 0.741
H -3.320 0.807 -0.143
H 1.441 2.319 -0.368
H 1.241 1.835 -1.976
H -1.254 -1.899 1.337
*
```

Here are the natural (NBO) charges for atoms 1 to 2, given in e:
1. C -0.361
2. C -0.241

(2)
An isolated ion of composition C3H9N2O2S and charge -1 at a distorted geometry. Source: the Open Molecules 2025 dataset; level of theory: the ωB97M-V functional and the def2-TZVPD basis.

## Properties
- M (Da) = 137.184
- largest force on an atom (eV/Å) = 6.2
- LUMO level (eV) = 3.942
- E_HOMO (hartree) = -0.1182
- electronic energy (eV) = -21165.4252
- Kohn-Sham gap (eV) = 7.16

Structure (ORCA input):
```
! wB97M-V def2-TZVPD RIJCOSX def2/J DEFGRID3
* xyz -1 1
C 0.435 1.670 1.191
C -0.048 0.259 1.680
C -0.671 -0.618 0.692
N 0.036 -1.970 -1.343
N 0.516 -0.986 -0.597
O -1.031 0.265 -2.143
O 1.354 0.420 -2.693
S 0.332 0.553 -1.634
H 1.034 2.148 1.976
H 1.249 1.540 0.370
H -0.486 2.079 0.759
H -0.844 0.190 2.506
H 0.752 -0.254 2.003
H -0.968 -1.525 1.105
H -1.491 -0.160 0.032
H 0.667 -2.148 -2.182
H -0.837 -1.462 -1.720
*
```

Here are the natural (NBO) charges for atoms 1 to 2, given in e:
1. C -0.639
2. C -0.419

(3)
A 2-piece molecular cluster, C3H9N2O2S overall at a distorted geometry. Source: the Open Molecules 2025 dataset; level of theory: the ωB97M-V functional and the def2-TZVPD basis.

## Properties
- M (Da) = 137.184
- largest force on an atom (eV/Å) = 2.9
- LUMO level (spin up / spin down) (eV) = 0.609 / -2.048
- E_HOMO (spin up / spin down) (hartree) = -0.3479 / -0.3342
- electronic energy (eV) = -21166.2670
- Kohn-Sham gap (spin up / spin down) (eV) = 10.08 / 7.05

Structure (ORCA input):
```
! wB97M-V def2-TZVPD RIJCOSX def2/J DEFGRID3
* xyz 0 2
N -0.653 -1.003 1.606
C 0.126 0.053 0.995
C 1.137 -0.226 -0.108
S 1.899 -1.834 0.450
C -0.825 1.174 0.358
N -1.842 1.559 1.173
O -0.647 1.695 -0.725
H -0.378 -1.233 2.565
H -0.636 -1.871 1.067
H 0.560 0.679 1.809
H 0.637 -0.581 -0.992
H 1.771 0.635 -0.228
H -2.007 1.183 2.086
H -2.617 2.022 0.735
H -0.988 0.298 -2.669
H -0.288 1.257 -3.545
O -0.729 0.397 -3.608
*
```

Here are the natural (NBO) charges for atoms 1 to 2, given in e:
1. N -0.847
2. C -0.156

(4)
A 2-piece molecular cluster, C3H9N2O2S overall at a distorted geometry. Source: the Open Molecules 2025 dataset; level of theory: the ωB97M-V functional and the def2-TZVPD basis.

## Properties
- M (Da) = 137.184
- largest force on an atom (eV/Å) = 4.3
- LUMO level (eV) = -3.487
- E_HOMO (hartree) = -0.5085
- electronic energy (eV) = -21158.1077
- Kohn-Sham gap (eV) = 10.35

Structure (ORCA input):
```
! wB97M-V def2-TZVPD RIJCOSX def2/J DEFGRID3
* xyz 1 1
C 2.472 -1.297 -0.201
C 1.691 0.840 0.410
C -2.306 0.867 -0.412
N 3.331 -2.079 -0.151
N 1.579 -0.629 0.290
O -2.708 -1.686 -0.463
O -0.860 -0.825 0.910
S -2.279 -0.653 0.707
H 0.751 1.225 0.995
H 1.459 1.209 -0.543
H 2.581 1.166 1.034
H -1.748 1.597 0.166
H -1.965 0.557 -1.440
H -3.373 1.245 -0.664
H 3.678 -2.593 -0.947
H -3.229 -2.436 -0.241
H 0.513 -0.999 0.551
*
```

Here are the natural (NBO) charges for atoms 1 to 2, given in e:
1. C 0.712
2. C -0.436

(5)
A 2-piece molecular cluster, C3H9N2O3 overall at a distorted geometry. Source: the Open Molecules 2025 dataset; level of theory: the ωB97M-V functional and the def2-TZVPD basis.

## Properties
- M (Da) = 121.116
- largest force on an atom (eV/Å) = 1.7
- LUMO level (eV) = 4.111
- E_HOMO (hartree) = -0.1566
- electronic energy (eV) = -12380.9349
- Kohn-Sham gap (eV) = 8.37

Structure (ORCA input):
```
! wB97M-V def2-TZVPD RIJCOSX def2/J DEFGRID3
* xyz -1 1
O 1.677 -1.224 0.303
C 0.498 -0.792 0.186
N 0.171 0.457 -0.156
C 1.296 1.250 -0.559
O 1.655 1.015 -1.942
C -0.577 -1.818 0.501
N -1.964 -1.312 0.431
H -2.730 1.660 0.421
H 2.185 1.077 0.049
H 0.958 2.290 -0.605
H -0.448 -2.196 1.513
H -0.458 -2.643 -0.205
H -2.394 -1.337 1.347
H -1.936 -0.335 0.189
H -1.241 1.540 0.627
H 1.332 0.160 -2.221
O -2.051 1.931 1.031
*
```

Here are the natural (NBO) charges for atoms 1 to 2, given in e:
1. O -0.769
2. C 0.597

(6)
C3H9N2O8S2 as an isolated structure at a distorted geometry. Source: the Open Molecules 2025 dataset; level of theory: the ωB97M-V functional and the def2-TZVPD basis.

## Properties
- M (Da) = 265.245
- largest force on an atom (eV/Å) = 4.1
- LUMO level (eV) = 3.362
- E_HOMO (hartree) = -0.2316
- electronic energy (eV) = -44287.5519
- Kohn-Sham gap (eV) = 9.66

Structure (ORCA input):
```
! wB97M-V def2-TZVPD RIJCOSX def2/J DEFGRID3
* xyz -1 1
C 1.605 -0.096 1.464
C -0.319 1.101 0.683
C -0.984 0.402 -0.453
N 0.664 2.116 0.156
N -0.379 -0.012 -1.584
O 3.440 -1.369 0.235
O -1.162 -2.229 0.109
O 1.182 -1.805 -0.604
O 2.338 0.262 -1.083
O -3.081 -1.016 -0.804
O -2.573 -0.790 1.475
O -2.305 1.561 -0.829
O 0.311 0.269 1.604
S 2.152 -0.824 -0.118
S -2.064 -0.965 0.164
H 2.344 0.671 1.865
H 1.896 -1.055 1.995
H -1.174 1.508 1.194
H 1.397 1.559 -0.374
H 0.122 2.681 -0.506
H -0.781 -0.880 -2.130
H -0.183 -2.046 -0.038
H 0.676 -0.099 -1.525
H -3.121 1.057 -0.895
*
```

Here are the natural (NBO) charges for atoms 1 to 2, given in e:
1. C -0.347
2. C 0.174

(7)
A 2-piece molecular cluster, C3H9N2OP overall at a distorted geometry. Source: the Open Molecules 2025 dataset; level of theory: the ωB97M-V functional and the def2-TZVPD basis.

## Properties
- M (Da) = 120.092
- largest force on an atom (eV/Å) = 3.3
- LUMO level (spin up / spin down) (eV) = -0.428 / -0.743
- E_HOMO (spin up / spin down) (hartree) = -0.2752 / -0.2885
- electronic energy (eV) = -17569.6197
- Kohn-Sham gap (spin up / spin down) (eV) = 7.06 / 7.11

Structure (ORCA input):
```
! wB97M-V def2-TZVPD RIJCOSX def2/J DEFGRID3
* xyz 0 1
C 3.272 -0.053 0.063
C 1.913 -0.041 0.301
C 0.873 0.596 -0.346
N -2.733 -1.800 0.069
N -1.436 1.717 -0.535
O -0.942 0.083 1.516
P -0.739 0.138 -0.077
H 3.857 -0.633 0.794
H 3.697 0.603 -0.725
H 1.721 -0.746 1.024
H 1.091 1.148 -1.263
H -2.241 -2.783 -0.201
H -3.324 -1.576 -0.725
H -1.067 2.080 -1.482
H -2.459 1.844 -0.352
H -1.483 -0.577 1.938
*
```

Here are the natural (NBO) charges for atoms 1 to 2, given in e:
1. C -0.343
2. C -0.248

(8)
An isolated ion of composition C3H9N2OSi and charge +1 at a distorted geometry. Source: the Open Molecules 2025 dataset; level of theory: the ωB97M-V functional and the def2-TZVPD basis.

## Properties
- M (Da) = 117.204
- largest force on an atom (eV/Å) = 3.4
- SMILES = [NH3+]/C=C/N=C/O[SiH3]
- LUMO level (eV) = -3.702
- E_HOMO (hartree) = -0.4823
- electronic energy (eV) = -16154.0145
- Kohn-Sham gap (eV) = 9.42

Structure (ORCA input):
```
! wB97M-V def2-TZVPD RIJCOSX def2/J DEFGRID3
* xyz 1 1
C -0.878 0.732 -0.500
C -1.714 -0.115 0.161
C 1.013 -0.578 -0.242
N 0.446 0.573 -0.406
N -3.186 -0.177 0.183
O 2.244 -0.743 -0.026
Si 3.504 0.338 0.215
H -1.346 1.515 -1.096
H -1.429 -1.014 0.765
H 0.607 -1.617 -0.397
H -3.542 -0.840 0.862
H -3.527 -0.367 -0.748
H -3.670 0.719 0.516
H 4.214 0.592 -1.201
H 4.227 -0.579 1.052
H 3.039 1.559 0.863
*
```

Here are the natural (NBO) charges for atoms 1 to 2, given in e:
1. C 0.077
2. C -0.214

(9)
An isolated molecule of C3H9N3 at a distorted geometry. Source: the Open Molecules 2025 dataset; level of theory: the ωB97M-V functional and the def2-TZVPD basis.

## Properties
- M (Da) = 87.126
- largest force on an atom (eV/Å) = 4.0
- SMILES = C/C(N)=C\NN
- LUMO level (eV) = 1.132
- E_HOMO (hartree) = -0.2411
- electronic energy (eV) = -7724.4844
- Kohn-Sham gap (eV) = 7.69

Structure (ORCA input):
```
! wB97M-V def2-TZVPD RIJCOSX def2/J DEFGRID3
* xyz 0 1
C 0.821 -1.472 0.727
N 0.057 0.514 -1.401
C 0.008 -0.203 0.811
N -0.403 1.496 -2.300
N -0.378 0.102 2.138
C -0.664 0.363 -0.234
H 1.053 0.207 -1.020
H -0.535 1.072 -3.214
H 0.262 2.264 -2.376
H -1.095 0.811 2.199
H -0.648 -0.704 2.690
H -1.576 0.939 -0.151
H 0.920 -1.820 -0.299
H 1.825 -1.299 1.120
H 0.355 -2.269 1.310
*
```

Here are the natural (NBO) charges for atoms 1 to 2, given in e:
1. C -0.655
2. N -0.504

(10)
An isolated molecule of C3H9N3 at a distorted geometry. Source: the Open Molecules 2025 dataset; level of theory: the ωB97M-V functional and the def2-TZVPD basis.

## Properties
- M (Da) = 87.126
- largest force on an atom (eV/Å) = 2.1
- SMILES = [H]/N=C(\N)NCC
- LUMO level (eV) = 1.023
- E_HOMO (hartree) = -0.3427
- electronic energy (eV) = -7726.8913
- Kohn-Sham gap (eV) = 10.35

Structure (ORCA input):
```
! wB97M-V def2-TZVPD RIJCOSX def2/J DEFGRID3
* xyz 0 1
C 1.053 2.023 0.320
C 0.643 0.711 -0.309
N -0.209 -0.091 0.582
C -0.905 -1.162 -0.112
N -0.128 -2.314 -0.144
N -2.118 -0.996 -0.405
H 1.267 2.132 1.381
H 1.991 2.335 -0.158
H 0.343 2.864 0.189
H 1.489 0.132 -0.684
H 0.041 1.030 -1.180
H -0.995 0.483 0.878
H 0.776 -2.244 0.289
H -0.650 -3.120 0.170
H -2.600 -1.782 -0.817
*
```

Here are the natural (NBO) charges for atoms 1 to 2, given in e:
1. C -0.630
2. C -0.226

(11)
A 2-piece molecular cluster, C3H9N3 overall at a distorted geometry. Source: the Open Molecules 2025 dataset; level of theory: the ωB97M-V functional and the def2-TZVPD basis.

## Properties
- M (Da) = 87.126
- largest force on an atom (eV/Å) = 1.6
- SMILES = [H]/N=C/N.C=CN
- LUMO level (eV) = 0.937
- E_HOMO (hartree) = -0.2872
- electronic energy (eV) = -7725.3671
- Kohn-Sham gap (eV) = 8.75

Structure (ORCA input):
```
! wB97M-V def2-TZVPD RIJCOSX def2/J DEFGRID3
* xyz 0 1
C -1.395 -1.100 1.515
C -0.256 -1.807 1.351
N 0.835 -1.402 0.603
H -1.932 -1.110 2.456
H -1.981 -0.704 0.693
H -0.105 -2.808 1.741
H 0.658 -0.639 -0.044
H 1.284 -2.185 0.141
N 0.202 1.786 -0.153
C 0.321 1.517 -1.488
N 1.344 1.748 -2.207
H 1.074 1.993 0.309
H -0.656 2.220 0.134
H -0.630 1.220 -1.946
H 1.236 1.272 -3.102
*
```

Here are the natural (NBO) charges for atoms 1 to 2, given in e:
1. C -0.597
2. C 0.051

(12)
An isolated molecule of C3H9N3 at a distorted geometry. Source: the Open Molecules 2025 dataset; level of theory: the ωB97M-V functional and the def2-TZVPD basis.

## Properties
- M (Da) = 87.126
- largest force on an atom (eV/Å) = 3.8
- LUMO level (spin up / spin down) (eV) = 0.177 / -0.734
- E_HOMO (spin up / spin down) (hartree) = -0.3326 / -0.3012
- electronic energy (eV) = -7721.7670
- Kohn-Sham gap (spin up / spin down) (eV) = 9.23 / 7.46

Structure (ORCA input):
```
! wB97M-V def2-TZVPD RIJCOSX def2/J DEFGRID3
* xyz 0 1
C 0.966 -1.408 -1.003
C 0.338 0.955 1.610
N 0.520 -0.179 -0.366
N 0.384 -0.324 0.992
C -1.149 0.050 -0.558
N -1.525 1.261 -0.892
H -1.441 -0.246 0.550
H -0.770 1.934 -1.009
H -1.541 -0.834 -1.062
H 0.739 -1.314 -2.067
H 2.047 -1.487 -0.894
H 0.470 -2.298 -0.596
H 1.337 1.398 1.628
H -0.346 1.653 1.040
H -0.028 0.840 2.629
*
```

Here are the natural (NBO) charges for atoms 1 to 2, given in e:
1. C -0.428
2. C -0.476

(13)
A 2-piece molecular cluster, C3H9N3O overall at a distorted geometry. Source: the Open Molecules 2025 dataset; level of theory: the ωB97M-V functional and the def2-TZVPD basis.

## Properties
- M (Da) = 103.125
- largest force on an atom (eV/Å) = 4.8
- LUMO level (spin up / spin down) (eV) = -0.070 / 0.370
- E_HOMO (spin up / spin down) (hartree) = -0.3062 / -0.3010
- electronic energy (eV) = -9766.3875
- Kohn-Sham gap (spin up / spin down) (eV) = 8.26 / 8.56

Structure (ORCA input):
```
! wB97M-V def2-TZVPD RIJCOSX def2/J DEFGRID3
* xyz 0 1
C 1.111 0.663 -0.025
C -1.815 -1.284 0.569
N -0.272 0.444 -0.350
C -0.577 -1.031 -0.264
N -0.824 1.568 -0.965
N 1.741 -0.727 0.058
O -0.169 -1.928 -0.976
H 1.893 3.870 0.340
H -1.109 2.551 -0.971
H 1.977 -1.118 -0.847
H 1.711 -1.214 0.947
H 1.606 1.256 -0.805
H 1.127 1.154 0.955
H -2.692 -1.061 -0.031
H -1.900 -2.341 0.824
H -1.807 -0.800 1.541
*
```

Here are the natural (NBO) charges for atoms 1 to 2, given in e:
1. C -0.053
2. C -0.719

(14)
An isolated molecule of C3H9N3O at a distorted geometry. Source: the Open Molecules 2025 dataset; level of theory: the ωB97M-V functional and the def2-TZVPD basis.

## Properties
- M (Da) = 103.125
- largest force on an atom (eV/Å) = 6.1
- SMILES = NCNCC(N)=O
- LUMO level (eV) = 0.493
- E_HOMO (hartree) = -0.3140
- electronic energy (eV) = -9772.9139
- Kohn-Sham gap (eV) = 9.04

Structure (ORCA input):
```
! wB97M-V def2-TZVPD RIJCOSX def2/J DEFGRID3
* xyz 0 1
O -1.778 0.802 2.082
C -1.180 0.030 1.344
N -0.664 -1.264 1.636
C 0.004 0.683 0.533
N 0.353 0.008 -0.683
C 1.516 0.016 -1.473
N 1.130 -0.151 -2.955
H -1.119 -1.632 2.493
H 0.368 -1.372 1.526
H -0.246 1.788 0.458
H 0.887 0.647 1.296
H -0.391 0.054 -1.342
H 2.027 0.974 -1.428
H 2.240 -0.804 -1.104
H 1.396 0.556 -3.673
H 1.287 -1.155 -3.287
*
```

Here are the natural (NBO) charges for atoms 1 to 2, given in e:
1. O -0.557
2. C 0.672

Energy above the lowest of the compared OMol25 structures with the same formula, charge and spin (computed, kcal per mole): 54.33; 110.29; 9.53; 62.82; 27.38; 9.42; 105.92; 8.41; 71.25; 15.74; 50.89; 133.91; 211.04; 60.54